No. 1
Computed, not measured: a 6-piece molecular cluster, C13H30Cl2FN4O4 overall in a non-equilibrium geometry, with the ωB97M-V functional and the def2-TZVPD basis.

Properties
- Energy: -55883.544 eV
- Energy relative to the best compared isomer or geometry (same formula, charge and spin): 0.00 kcal/mol
- HOMO: -5.70 eV
- Gap between HOMO and LUMO: 8.36 eV
- Max |F|: 1.495 eV/A

Geometry as ORCA input:
```
! wB97M-V def2-TZVPD RIJCOSX def2/J DEFGRID3
* xyz -1 1
F -0.132 -0.522 -0.310
C 0.326 -2.824 -4.827
C -0.059 -1.985 -3.618
O -1.147 -1.429 -3.547
N 0.841 -1.893 -2.609
C 2.278 -2.076 -2.717
H 1.006 -3.593 -4.452
H 0.781 -2.280 -5.655
H -0.573 -3.265 -5.253
H 0.512 -1.373 -1.778
H 2.535 -3.037 -2.249
H 2.782 -1.356 -2.071
H 2.672 -2.047 -3.729
C -1.889 -1.386 2.740
C -3.389 -1.273 2.596
O -3.895 -0.844 1.580
N -4.108 -1.564 3.704
C -5.554 -1.533 3.766
H -1.582 -2.188 3.419
H -1.451 -0.471 3.154
H -1.389 -1.465 1.772
H -3.666 -1.831 4.565
H -6.002 -2.527 3.699
H -5.939 -0.971 2.917
H -5.887 -1.022 4.670
C 1.356 3.392 -3.197
C 0.705 2.283 -2.381
O -0.512 2.204 -2.389
N 1.467 1.396 -1.709
C 2.903 1.288 -1.661
H 1.261 3.078 -4.237
H 2.405 3.566 -2.949
H 0.825 4.330 -3.067
H 0.975 0.677 -1.147
H 3.217 0.602 -2.456
H 3.221 0.910 -0.693
H 3.436 2.230 -1.804
C -0.748 3.559 2.751
C -0.801 2.488 1.643
O -1.775 2.362 0.939
N 0.298 1.687 1.556
C 1.577 1.770 2.243
H -1.748 3.928 2.949
H -0.089 4.347 2.371
H -0.256 3.201 3.657
H 0.237 0.918 0.876
H 1.680 2.724 2.754
H 2.347 1.648 1.482
H 1.617 0.945 2.958
C 1.742 -2.120 1.063
Cl 1.690 -3.440 2.212
Cl 3.383 -1.437 0.963
H 1.439 -2.434 0.073
H 1.078 -1.349 1.434
*
```

---

No. 2
Computed, not measured: C28H28N3O3RuSTe as an isolated structure in a non-equilibrium geometry, with the ωB97M-V functional and the def2-TZVPD basis.

Properties
- Energy: -60806.586 eV
- Energy relative to the best compared isomer or geometry (same formula, charge and spin): 69.85 kcal/mol
- HOMO (alpha / beta): -6.71 / -6.60 eV
- Gap between HOMO and LUMO (alpha / beta): 5.91 / 5.53 eV
- Max |F|: 3.581 eV/A

Geometry as ORCA input:
```
! wB97M-V def2-TZVPD RIJCOSX def2/J DEFGRID3
* xyz 0 2
Ru 0.584 0.517 0.014
O -0.584 -1.615 -0.899
C -1.442 -2.228 0.031
C -0.788 -2.178 1.390
C -1.226 -2.991 2.424
C -0.611 -2.900 3.666
C 0.433 -1.996 3.819
C 0.825 -1.244 2.730
N 0.229 -1.325 1.540
H -0.913 -1.723 -1.801
H -1.635 -3.276 -0.241
H -2.406 -1.695 0.080
H -2.026 -3.695 2.255
H -0.931 -3.524 4.486
H 0.949 -1.887 4.760
H 1.652 -0.546 2.789
C 2.946 -1.317 -3.698
C 2.346 -0.716 -2.465
N 1.105 -0.235 -2.433
O 0.240 -0.653 -3.475
C 3.091 -0.518 -1.287
C 4.588 -0.533 -1.211
N 2.369 -0.271 -0.203
O 2.777 0.225 0.911
H 2.160 -1.714 -4.336
H 3.642 -2.113 -3.442
H 3.488 -0.549 -4.253
H -0.382 0.081 -3.581
H 5.023 -0.235 -2.161
H 4.959 -1.523 -0.940
H 4.902 0.164 -0.434
C -6.342 2.395 1.048
C -5.228 2.764 1.785
C -3.966 2.365 1.395
C -3.791 1.580 0.253
C -4.920 1.257 -0.509
C -6.181 1.655 -0.112
C -2.499 1.063 -0.170
C -1.352 1.058 0.523
C -1.081 1.305 1.915
C -1.734 0.580 2.935
C -1.383 0.749 4.255
C -0.388 1.652 4.614
C 0.267 2.376 3.630
C -0.062 2.208 2.299
H -7.329 2.688 1.375
H -5.345 3.371 2.672
H -3.105 2.675 1.969
H -4.798 0.686 -1.419
H -7.046 1.391 -0.705
H -2.492 0.665 -1.184
H -2.517 -0.115 2.664
H -1.890 0.180 5.022
H -0.130 1.787 5.655
H 1.040 3.082 3.897
H 0.423 2.825 1.544
Te 1.177 2.434 -1.681
C 1.309 4.413 -0.932
C 0.532 5.114 -0.053
C 0.941 6.451 0.120
C 2.026 6.765 -0.636
S 2.569 5.426 -1.567
H -0.326 4.685 0.433
H 0.448 7.146 0.777
H 2.537 7.704 -0.713
*
```